11
Properties=species:S:1:pos:R:3:forces:R:3:nbo_charge:R:1 method="wB97M-V/def2-TZVPD" mol_weight_da=96.09 homo_lumo_gap_ha=0.3709 smiles="O=C1N=CN2C[C@@H]12" total_charge=0 multiplicity=1 e_tot_ev=-9236.662
O 1.428339 -1.739624 1.498350 2.50 -1.31 2.58 -0.491
C 0.764000 -1.217621 0.731273 -4.95 1.53 -4.96 0.680
N -0.654915 -1.821158 0.208396 0.87 6.07 -1.61 -0.508
C -1.088507 -0.705216 -0.544702 0.37 -7.14 3.97 0.268
N -0.263296 0.207732 -0.978205 3.12 3.83 0.10 -0.411
C -0.050733 1.308990 0.093276 -0.40 2.62 -2.26 -0.239
C 0.915361 0.150932 -0.132165 0.15 -0.16 0.87 -0.194
H -2.098376 -0.536142 -0.742302 -1.70 -0.29 -0.49 0.188
H 0.068578 2.495500 -0.248340 0.63 -3.50 0.17 0.228
H -0.908875 1.453058 0.734764 0.33 -1.26 0.97 0.226
H 1.888422 0.403549 -0.620346 -0.92 -0.40 0.66 0.252